Record 1
Here is 9 unconnected molecules or ions with the total composition C23H38N4O22S5 at a distorted geometry from OMol25. Energies are from ωB97M-V/def2-TZVPD.

Each line ends with the Mulliken charge.
Atoms and positions in Å:
C: 3.179 0.272 -1.427  -0.335
N: 4.425 0.494 -2.197  1.061
O: 5.264 -0.381 -2.172  -0.587
O: 4.429 1.430 -2.961  -0.598
H: 3.139 0.990 -0.610  0.102
H: 3.196 -0.754 -1.077  -0.122
H: 2.317 0.441 -2.065  0.378
C: -1.488 -3.792 4.456  -0.254
C: -0.985 -4.446 3.186  -0.142
O: 0.394 -4.101 3.027  -0.274
S: 0.958 -3.276 4.339  1.173
O: 0.916 -1.864 4.101  -0.487
O: 2.156 -3.905 4.781  -0.571
O: -0.308 -3.625 5.229  -0.396
H: -2.154 -4.452 5.010  0.291
H: -2.052 -2.870 4.317  0.198
H: -1.572 -4.162 2.312  0.163
H: -1.073 -5.532 3.227  0.276
C: 5.869 -0.289 1.493  -0.048
C: 6.253 1.117 1.053  -0.295
O: 5.240 1.987 1.527  -0.370
S: 4.289 1.344 2.672  0.918
O: 2.950 1.226 2.195  -0.330
O: 4.589 1.968 3.914  -0.580
O: 4.964 -0.153 2.561  -0.281
H: 6.833 -0.674 1.853  0.326
H: 5.570 -1.052 0.774  0.091
H: 6.210 1.202 -0.041  0.186
H: 7.262 1.495 1.222  0.332
C: -3.921 1.676 2.978  0.112
C: -4.663 2.748 3.806  -0.319
O: -5.350 3.511 2.817  -0.355
S: -5.821 2.609 1.550  1.064
O: -5.526 3.291 0.328  -0.475
O: -7.179 2.164 1.759  -0.559
O: -4.700 1.401 1.831  -0.218
H: -3.920 0.764 3.577  0.222
H: -2.871 1.894 2.796  -0.029
H: -3.965 3.458 4.238  0.304
H: -5.322 2.276 4.530  0.289
C: -3.977 1.742 -4.598  -0.278
C: -2.692 1.088 -4.088  -0.144
O: -1.749 2.136 -3.973  -0.318
S: -2.489 3.502 -3.428  0.952
O: -1.863 4.635 -4.019  -0.512
O: -2.668 3.360 -2.000  -0.364
O: -3.853 3.113 -4.240  -0.370
H: -4.897 1.407 -4.117  0.252
H: -4.162 1.750 -5.675  0.240
H: -2.291 0.225 -4.612  0.439
H: -2.870 0.685 -3.085  0.093
C: -1.041 1.771 0.582  -0.603
C: 0.300 1.503 -0.112  -0.387
O: 0.483 0.071 -0.047  0.156
S: -0.956 -0.648 -0.121  0.445
O: -0.877 -1.970 0.438  -0.345
O: -1.622 -0.457 -1.388  -0.472
O: -1.541 0.463 0.917  -0.174
H: -1.758 2.282 -0.057  0.221
H: -0.897 2.221 1.561  0.478
H: 1.106 2.132 0.257  0.592
H: 0.307 1.643 -1.193  0.111
N: -3.635 -3.153 -2.130  0.114
C: -4.714 -2.889 -2.892  -0.500
C: -4.748 -3.854 -3.878  -0.325
C: -3.732 -4.813 -3.622  -0.554
C: -2.983 -4.272 -2.594  -0.489
H: -3.344 -2.705 -1.279  0.175
H: -5.514 -2.194 -2.705  0.423
H: -5.503 -3.889 -4.650  0.401
H: -3.631 -5.698 -4.225  0.396
H: -2.206 -4.721 -1.995  0.383
N: 1.845 4.901 -0.773  0.052
C: 0.711 4.353 -1.296  -0.954
C: 1.013 3.898 -2.537  0.544
C: 2.337 4.303 -2.864  -1.349
C: 2.786 4.966 -1.751  -0.520
H: 1.917 5.302 0.143  0.213
H: -0.181 4.242 -0.699  0.718
H: 0.346 3.291 -3.130  0.531
H: 2.839 4.219 -3.810  0.442
H: 3.794 5.264 -1.499  0.404
N: 3.474 -3.069 2.125  0.301
C: 4.322 -3.983 1.576  -0.885
C: 4.119 -4.009 0.191  -1.009
C: 3.030 -3.104 -0.001  -0.294
C: 2.613 -2.604 1.185  -0.573
H: 3.563 -2.831 3.096  0.299
H: 5.001 -4.541 2.200  0.504
H: 4.623 -4.587 -0.561  0.445
H: 2.546 -2.950 -0.956  0.611
H: 1.786 -1.956 1.419  0.627

Its SMILES is C[N+](=O)[O-].O=S1(=O)OCCO1.O=S1(=O)OCCO1.O=S1(=O)OCCO1.O=S1(=O)OCCO1.O=S1(=O)OCCO1.c1cc[nH]c1.c1cc[nH]c1.c1cc[nH]c1. The calculation puts the LUMO energy at 0.0 eV. The net charge is 0. The value obtained for the HOMO energy is -0.3023 Ha. The value obtained for the molecular weight is 882.898 g/mol. The energy is -4764.1441 a.u.

Record 2
Here is a molecular structure, C23H39BrClNNbO12S at a distorted geometry from OMol25. Energies are from ωB97M-V/def2-TZVPD.

Each line ends with the Mulliken charge.
Atoms and positions in Å:
C: 6.252 -0.539 -0.702  -0.819
C: 5.922 0.653 -1.749  -0.338
S: 4.817 1.975 -1.066  -0.122
C: 3.232 2.093 -2.032  -0.591
Nb: 1.612 0.561 -1.428  -0.505
Cl: 2.989 -1.146 -2.690  -0.416
Br: 3.033 0.112 0.776  -0.339
C: 0.421 2.109 -0.275  -0.475
C: 1.101 2.623 1.074  -0.082
O: 1.524 3.825 1.146  -0.638
O: 0.505 0.878 -3.194  -0.215
N: -0.586 1.646 -2.989  0.267
O: -1.539 1.006 -2.650  -0.366
C: 0.285 -1.175 -0.780  1.177
C: -0.331 -2.046 -1.948  -0.168
C: -1.229 -3.279 -1.702  -0.595
C: -1.552 -3.712 -0.230  -0.399
C: -0.963 -2.847 0.910  -0.442
C: -0.044 -1.592 0.676  -0.296
H: 5.308 -1.208 -0.692  0.136
H: 7.189 -1.133 -0.965  0.339
H: 6.286 -0.071 0.352  0.221
H: 5.565 0.201 -2.745  0.239
H: 6.942 1.144 -1.990  0.287
H: 3.469 1.922 -3.144  0.360
H: 2.790 3.142 -1.921  0.316
H: -0.662 1.770 -0.092  0.420
H: 0.346 3.042 -0.960  0.427
H: 1.209 2.009 2.035  0.353
H: -0.110 -1.778 -3.041  0.234
H: -1.634 -3.912 -2.562  0.255
H: -2.197 -4.643 -0.049  0.299
H: -1.206 -3.171 1.987  0.322
H: 0.392 -1.006 1.552  0.241
C: -2.558 -9.169 4.260  -1.100
C: -2.632 -8.072 3.214  -0.180
O: -2.257 -6.807 3.771  -0.339
C: -0.935 -6.609 3.914  0.749
O: -0.062 -7.386 3.611  -0.546
O: -0.755 -5.404 4.480  -0.307
C: 0.608 -5.103 4.777  -0.680
H: -3.144 -8.900 5.142  0.289
H: -2.934 -10.112 3.857  0.352
H: -1.530 -9.325 4.595  0.306
H: -3.664 -7.969 2.869  0.296
H: -2.021 -8.307 2.338  0.308
H: 1.244 -5.232 3.899  0.311
H: 0.955 -5.732 5.600  0.314
H: 0.662 -4.060 5.091  0.227
C: -0.490 7.715 -5.452  -1.102
C: 0.810 7.301 -6.115  -0.173
O: 1.285 6.061 -5.582  -0.346
C: 0.672 4.958 -6.050  0.703
O: -0.216 4.932 -6.869  -0.570
O: 1.201 3.895 -5.427  -0.275
C: 0.574 2.656 -5.762  -0.638
H: -0.379 7.732 -4.365  0.292
H: -0.799 8.706 -5.793  0.352
H: -1.291 7.009 -5.680  0.312
H: 1.580 8.048 -5.904  0.288
H: 0.708 7.243 -7.203  0.304
H: 0.537 2.509 -6.844  0.369
H: -0.429 2.622 -5.334  0.281
H: 1.165 1.850 -5.324  0.113
C: -4.288 -0.127 3.986  -1.087
C: -4.364 0.971 2.942  -0.126
O: -3.993 2.238 3.501  -0.374
C: -2.672 2.439 3.647  0.793
O: -1.799 1.664 3.345  -0.540
O: -2.494 3.644 4.214  -0.347
C: -1.131 3.945 4.511  -0.457
H: -4.877 0.141 4.868  0.310
H: -4.661 -1.070 3.582  0.361
H: -3.261 -0.280 4.324  0.278
H: -5.395 1.072 2.594  0.286
H: -3.750 0.739 2.067  0.262
H: -0.494 3.818 3.633  0.153
H: -0.782 3.316 5.334  0.274
H: -1.079 4.988 4.826  0.217

The calculation puts the LUMO energy at 1.2 eV. The net charge is -1. The value obtained for the HOMO energy is -0.1666 Ha. The value obtained for the molecular weight is 761.890 g/mol. The energy is -5346.6406 a.u.